No. 1
The following is a DFT calculation (wB97M-V/def2-TZVPD) of C17H14BClN6O4Os as an isolated structure at a distorted geometry.

As for the spin multiplicity: 5. For the LUMO energy (spin up / spin down), the calculation gives -8.05 / -11.35 eV. The value obtained for the highest occupied orbital energy (spin up / spin down) is -14.9 / -14.9 eV. As for the expectation value of S²: 6.04. The net charge is +2. The value obtained for the relative energy (zero: lowest compared OMol25 entry of this formula, charge and spin) is 3.4 kcal/mol.

Geometry (Å):
Os  -0.25132  -0.00235  -0.07803
Cl  5.76788  -0.06122  1.98204
O  0.81040  0.97797  -1.48897
O  5.23485  1.98721  -1.86437
O  2.64382  1.84019  -2.44208
O  6.45228  1.26174  -0.16811
N  -2.77762  0.04363  1.66110
N  3.05491  -0.29809  1.52595
N  -1.62432  0.59582  1.23812
N  2.17162  0.06911  0.58067
N  -1.19865  -1.75639  -0.07332
N  -2.38093  -2.14850  0.43872
C  3.06703  -2.10496  4.76953
C  -3.41546  0.92274  2.44811
C  -0.70695  -2.77221  -0.81274
C  -2.63256  -3.40285  0.03580
C  2.05872  1.24632  -1.56641
C  2.62737  -1.01235  2.66778
C  2.82912  0.72095  -0.37457
C  -2.66214  2.08477  2.53645
C  0.83703  -2.03288  3.91698
C  -1.54133  1.83797  1.75801
C  3.51605  -1.40784  3.66500
C  4.29870  0.12531  1.17055
C  1.27627  -1.33577  2.80955
C  -1.58979  -3.84055  -0.76804
C  1.72684  -2.42373  4.90637
C  5.39228  1.38638  -0.73573
C  4.19067  0.79106  -0.05828
B  -3.29983  -1.34556  1.34190
H  -3.46569  -1.94434  2.36176
H  -3.52176  -3.92434  0.33053
H  -4.38425  -1.26713  0.84918
H  -4.35736  0.69329  2.90582
H  -0.69709  2.48201  1.56604
H  3.76848  -2.40368  5.53247
H  0.24092  -2.69984  -1.32362
H  1.37981  -2.96838  5.77040
H  -0.20789  -2.27679  4.01562
H  4.31273  2.03045  -2.24139
H  -2.89787  2.97499  3.08288
H  4.56537  -1.17356  3.58525
H  -1.49206  -4.79233  -1.24903
H  0.55820  -1.03508  2.03761

No. 2
The following is a DFT calculation (wB97M-V/def2-TZVPD) of C17H14BaBrN3O2Se as an isolated structure at a distorted geometry.

As for the spin multiplicity: 1. For the LUMO energy, the calculation gives -0.50 eV. The value obtained for the highest occupied orbital energy is -8.0 eV. The net charge is 0.

Geometry (Å):
Ba  -3.15407  -2.18774  0.68722
Br  -3.03915  -1.41480  -2.65237
Se  -0.43775  -3.36205  0.13677
O  1.15007  1.19201  2.58581
O  -2.57240  -0.50425  2.01226
N  -1.39414  -0.19840  -0.32826
N  -1.73683  -5.79641  1.31054
N  -1.02415  0.60519  0.69535
C  -1.31674  0.03377  2.03145
C  -1.15731  1.13001  3.06752
C  -0.83609  3.12605  4.98770
C  3.71858  -0.34981  -3.89563
C  -1.17119  -4.90105  0.84452
C  -2.24595  1.61152  3.77633
C  0.09690  1.67154  3.33210
C  0.97622  -0.81681  -3.76637
C  2.91037  -0.04580  -4.98212
C  0.26624  2.66174  4.28653
C  1.54798  -0.28793  -4.92261
C  3.16379  -0.91122  -2.75494
C  -2.09456  2.60539  4.73267
C  -1.22180  -0.84788  -2.62871
C  1.79933  -1.14959  -2.68945
C  -0.47390  -1.08269  -3.71210
C  -0.78883  -0.09961  -1.44923
H  -2.95430  2.96744  5.27979
H  -0.70531  3.89991  5.73248
H  -0.93830  -1.49500  -4.59888
H  1.25322  3.06905  4.47559
H  0.91929  -0.05783  -5.77371
H  4.78402  -0.16664  -3.94549
H  1.97313  1.56401  2.91585
H  0.06595  0.56042  -1.59380
H  -0.09476  1.01327  0.62474
H  -0.57021  -0.75771  2.23429
H  3.34520  0.37399  -5.87941
H  3.79333  -1.18428  -1.91860
H  1.37466  -1.64034  -1.82290
H  -3.21055  1.17254  3.56509

No. 3
The following is a DFT calculation (wB97M-V/def2-TZVPD) of C17H14BiBrClO2 as an isolated structure at a distorted geometry.

As for the spin multiplicity: 1. For the LUMO energy, the calculation gives 2.61 eV. The value obtained for the highest occupied orbital energy is -3.6 eV. The net charge is -1.

Geometry (Å):
Bi  1.11297  0.25063  -0.84156
Br  -3.04258  2.72429  0.40711
Cl  2.99248  1.50377  0.14030
O  0.04737  -0.30419  1.66909
O  -0.41687  1.50669  0.41261
C  2.10563  0.94277  -3.01426
C  0.61719  -2.85129  -0.74462
C  1.59749  -2.59310  0.27277
C  1.01200  1.85522  -2.65121
C  -0.61042  0.74621  1.44818
C  -0.21414  1.24684  -3.12990
C  -2.72802  2.04097  2.14112
C  1.31416  -3.07614  -1.96885
C  -3.48167  1.85517  4.45289
C  -3.60884  2.40905  3.17081
C  -1.68224  1.12424  2.42279
C  2.71385  -2.95665  -1.71298
C  0.10249  -0.02026  -3.67873
C  -1.62991  0.51312  3.68581
C  2.89232  -2.64290  -0.33581
C  1.51003  -0.22208  -3.59997
C  -2.49872  0.88899  4.70306
H  3.16677  1.17399  -2.95746
H  -2.40067  0.43040  5.68786
H  1.13368  2.87820  -2.29877
H  1.39542  -2.48174  1.33505
H  -0.60118  -0.69894  -4.15674
H  -0.88258  -0.26685  3.83453
H  -4.39040  3.13795  2.96915
H  2.05655  -1.08847  -3.97224
H  -0.45791  -2.93148  -0.58884
H  3.51035  -3.13655  -2.43257
H  0.85677  -3.34813  -2.91912
H  -4.15547  2.17533  5.24578
H  3.84359  -2.53708  0.18733
H  -1.17949  1.75198  -3.18263

No. 4
The following is a DFT calculation (wB97M-V/def2-TZVPD) of C17H14Br2HfO2 as an isolated structure at a distorted geometry.

As for the spin multiplicity: 1. For the LUMO energy, the calculation gives -0.38 eV. The value obtained for the highest occupied orbital energy is -8.3 eV. The net charge is 0. The value obtained for the relative energy (zero: lowest compared OMol25 entry of this formula, charge and spin) is 0.0 kcal/mol.

Geometry (Å):
Hf  1.00880  1.29321  -0.52685
Br  1.69838  2.02806  1.79378
Br  -2.13172  -2.27240  -1.13775
O  -0.03186  -0.59367  2.00052
O  -0.74643  0.41137  0.06940
C  0.25937  2.91055  -1.91159
C  2.43710  3.09022  -1.06840
C  1.05571  3.48672  -0.82395
C  1.13970  -1.32139  -1.52413
C  -2.65448  -0.89783  2.72830
C  2.90845  -0.06496  -0.64409
C  -3.76534  -2.90358  1.15326
C  2.49950  2.48100  -2.35703
C  1.36126  -1.72991  -0.19100
C  -2.24058  -1.03596  1.40728
C  -3.59480  -1.76729  3.27680
C  -4.13522  -2.78726  2.50590
C  2.39721  -0.92626  0.38198
C  -0.90180  -0.35975  1.15144
C  2.12844  -0.35228  -1.85621
C  1.17221  2.34336  -2.86773
C  -2.81657  -2.03004  0.57961
H  3.41811  2.33310  -2.91050
H  2.76040  -0.99880  1.39723
H  -4.76261  -3.55259  2.95583
H  0.75686  4.27540  -0.12192
H  0.39389  -1.76590  -2.20068
H  -2.18821  -0.10331  3.32731
H  -3.80788  -1.66714  4.33596
H  0.83819  -2.54390  0.29722
H  -0.80073  3.06106  -2.06651
H  0.92210  2.04881  -3.88249
H  -4.09034  -3.76349  0.58468
H  2.40261  -0.13550  -2.88345
H  3.82890  0.51270  -0.56567
H  3.28140  3.29766  -0.40655